Entry 1:
{
  "formula": "C2H7NS",
  "method": "ωB97M-V/def2-TZVPD",
  "lumo_ha": 0.0004,
  "spin_multiplicity": 1,
  "charge": 0,
  "homo_lumo_gap_ha": 0.3323,
  "homo_ev": -9.03,
  "elements": ["C", "C", "S", "N", "H", "H", "H", "H", "H", "H", "H"],
  "positions_angstrom": [[-0.31, -0.40, 0.30], [0.75, 0.70, 0.15], [2.39, 0.06, 0.60], [-1.63, 0.00, -0.26], [0.04, -1.28, -0.23], [-0.41, -0.52, 1.38], [0.86, 1.07, -0.87], [0.48, 1.64, 0.66], [1.98, -0.72, -0.88], [-1.71, -0.42, -1.17], [-2.44, -0.12, 0.33]],
  "nbo_charge": [-0.231, -0.538, -0.041, -0.862, 0.180, 0.197, 0.206, 0.223, 0.133, 0.360, 0.372]
}

Entry 2:
{
  "formula": "C54H134N6O16",
  "method": "ωB97M-V/def2-TZVPD",
  "lumo_ha": -0.0047,
  "spin_multiplicity": 1,
  "charge": 0,
  "homo_lumo_gap_ha": 0.2896,
  "homo_ev": -8.01,
  "elements": ["C", "C", "C", "C", "C", "C", "N", "O", "C", "C", "C", "H", "H", "H", "H", "H", "H", "H", "H", "H", "H", "H", "H", "H", "H", "H", "H", "H", "H", "H", "C", "C", "C", "C", "C", "C", "N", "O", "C", "C", "C", "H", "H", "H", "H", "H", "H", "H", "H", "H", "H", "H", "H", "H", "H", "H", "H", "H", "H", "H", "C", "C", "C", "C", "C", "C", "N", "O", "C", "C", "C", "H", "H", "H", "H", "H", "H", "H", "H", "H", "H", "H", "H", "H", "H", "H", "H", "H", "H", "H", "C", "C", "C", "C", "C", "C", "N", "O", "C", "C", "C", "H", "H", "H", "H", "H", "H", "H", "H", "H", "H", "H", "H", "H", "H", "H", "H", "H", "H", "H", "C", "C", "C", "C", "C", "C", "N", "O", "C", "C", "C", "H", "H", "H", "H", "H", "H", "H", "H", "H", "H", "H", "H", "H", "H", "H", "H", "H", "H", "H", "C", "C", "C", "C", "C", "C", "N", "O", "C", "C", "C", "H", "H", "H", "H", "H", "H", "H", "H", "H", "H", "H", "H", "H", "H", "H", "H", "H", "H", "H", "O", "H", "H", "O", "H", "H", "O", "H", "H", "O", "H", "H", "O", "H", "H", "O", "H", "H", "O", "H", "H", "O", "H", "H", "O", "H", "H", "O", "H", "H"],
  "positions_angstrom": [[10.61, 0.21, 20.46], [9.86, 1.57, 20.03], [10.22, 1.83, 18.56], [9.33, 2.95, 17.91], [7.86, 2.53, 18.01], [7.36, 2.27, 19.51], [8.42, 1.41, 20.10], [7.97, 1.05, 21.38], [7.38, 3.73, 20.06], [6.04, 1.56, 19.56], [10.20, 2.80, 20.93], [10.29, -0.14, 21.45], [11.70, 0.28, 20.44], [10.51, -0.62, 19.76], [11.22, 2.26, 18.59], [10.25, 0.96, 17.90], [9.56, 2.93, 16.85], [9.48, 3.98, 18.23], [7.80, 1.58, 17.48], [7.25, 3.30, 17.54], [8.24, 4.26, 19.64], [6.58, 4.37, 19.70], [7.39, 3.89, 21.14], [5.98, 0.52, 19.26], [5.50, 1.65, 20.50], [5.37, 2.17, 18.94], [9.40, 3.36, 21.40], [11.00, 3.46, 20.59], [10.67, 2.42, 21.83], [7.73, 0.14, 21.23], [11.36, 9.39, 4.88], [10.57, 8.71, 6.08], [11.52, 8.02, 6.95], [12.25, 8.94, 7.93], [11.34, 9.98, 8.64], [10.46, 10.84, 7.68], [9.82, 9.76, 6.82], [8.83, 10.37, 6.00], [9.35, 11.43, 8.56], [11.18, 12.00, 7.00], [9.55, 7.76, 5.56], [11.75, 8.58, 4.26], [12.26, 9.97, 5.09], [10.72, 10.02, 4.25], [11.00, 7.23, 7.49], [12.40, 7.58, 6.47], [13.03, 9.49, 7.42], [12.80, 8.35, 8.66], [11.94, 10.56, 9.36], [10.70, 9.52, 9.39], [9.30, 10.95, 9.54], [9.59, 12.48, 8.73], [8.32, 11.51, 8.21], [11.21, 12.94, 7.55], [12.22, 11.74, 6.79], [10.67, 12.32, 6.09], [8.88, 7.44, 6.37], [10.02, 6.86, 5.16], [8.91, 8.06, 4.73], [7.98, 10.09, 6.36], [15.29, 0.92, 1.06], [16.14, 2.15, 1.48], [17.30, 1.65, 2.34], [18.51, 2.66, 2.54], [18.84, 3.19, 1.19], [17.69, 3.83, 0.42], [16.63, 2.80, 0.29], [15.57, 3.13, -0.62], [17.25, 5.21, 0.99], [18.17, 4.11, -1.07], [15.16, 2.92, 2.30], [15.00, 0.35, 1.94], [15.81, 0.08, 0.61], [14.38, 1.16, 0.51], [16.97, 1.32, 3.33], [17.81, 0.80, 1.88], [19.39, 2.18, 2.97], [18.40, 3.47, 3.25], [19.45, 2.48, 0.63], [19.46, 4.07, 1.36], [16.37, 5.53, 0.43], [17.08, 5.09, 2.06], [18.06, 5.93, 0.93], [19.23, 4.35, -1.10], [17.93, 3.26, -1.71], [17.54, 4.86, -1.55], [15.69, 3.74, 2.79], [14.57, 2.47, 3.10], [14.45, 3.36, 1.60], [15.93, 2.74, -1.41], [21.66, 3.34, 15.63], [21.20, 4.62, 14.86], [20.55, 4.23, 13.50], [19.13, 3.74, 13.58], [18.24, 4.69, 14.34], [18.83, 5.00, 15.81], [20.29, 5.39, 15.77], [20.77, 5.72, 17.01], [17.96, 6.26, 16.26], [18.55, 3.80, 16.67], [22.44, 5.48, 14.46], [21.98, 3.50, 16.66], [22.53, 2.98, 15.09], [21.03, 2.45, 15.65], [20.29, 5.12, 12.93], [21.20, 3.55, 12.95], [19.19, 2.69, 13.86], [18.69, 3.60, 12.59], [17.24, 4.25, 14.32], [18.10, 5.69, 13.93], [17.85, 6.28, 17.34], [18.27, 7.23, 15.87], [16.97, 5.94, 15.94], [19.04, 4.09, 17.61], [17.47, 3.67, 16.77], [19.01, 2.87, 16.35], [22.72, 6.08, 15.33], [22.39, 6.14, 13.59], [23.32, 4.89, 14.19], [21.07, 6.63, 16.95], [2.22, 0.49, -0.18], [3.33, -0.10, 0.71], [2.66, -0.95, 1.87], [3.60, -1.91, 2.56], [4.33, -2.78, 1.58], [5.13, -1.91, 0.51], [4.18, -0.95, -0.14], [4.71, -0.18, -1.21], [6.42, -1.32, 1.21], [5.66, -2.79, -0.63], [4.08, 1.08, 1.45], [1.39, 0.92, 0.38], [1.71, -0.30, -0.75], [2.54, 1.23, -0.92], [2.04, -0.30, 2.48], [1.91, -1.56, 1.35], [3.24, -2.54, 3.37], [4.29, -1.24, 3.07], [3.69, -3.49, 1.05], [5.13, -3.32, 2.07], [6.59, -0.28, 0.92], [6.36, -1.31, 2.30], [7.40, -1.70, 0.92], [4.83, -3.07, -1.29], [6.46, -2.38, -1.25], [6.11, -3.72, -0.31], [4.92, 0.68, 2.02], [3.39, 1.67, 2.05], [4.60, 1.83, 0.86], [4.13, -0.51, -1.90], [9.30, -1.36, 11.05], [10.07, -2.30, 10.10], [10.07, -1.78, 8.61], [10.93, -0.47, 8.53], [12.34, -0.86, 8.79], [12.57, -1.55, 10.21], [11.53, -2.60, 10.44], [11.68, -3.24, 11.63], [14.02, -2.16, 10.18], [12.66, -0.43, 11.27], [9.28, -3.63, 10.04], [8.22, -1.43, 10.93], [9.78, -0.38, 11.07], [9.42, -1.77, 12.05], [10.50, -2.60, 8.04], [9.08, -1.55, 8.22], [10.48, 0.29, 9.16], [10.99, -0.11, 7.50], [12.86, 0.09, 8.70], [12.72, -1.46, 7.96], [14.22, -2.90, 9.41], [14.80, -1.54, 9.73], [14.36, -2.57, 11.13], [12.91, -0.90, 12.22], [13.56, 0.17, 11.14], [11.79, 0.22, 11.41], [8.22, -3.40, 9.89], [9.27, -4.15, 10.99], [9.79, -4.23, 9.28], [12.17, -3.98, 11.27], [16.26, -8.92, 8.18], [16.03, -9.44, 8.95], [15.66, -8.17, 8.20], [5.05, -6.49, 6.15], [4.55, -6.32, 5.36], [4.83, -7.38, 6.40], [12.27, -6.98, 8.61], [11.98, -6.18, 9.06], [12.13, -6.80, 7.69], [8.08, -4.97, 15.22], [8.41, -4.66, 14.38], [7.28, -4.47, 15.36], [12.84, -8.98, 12.57], [12.90, -8.75, 11.64], [13.58, -9.57, 12.72], [9.30, -9.30, 15.25], [9.29, -8.35, 15.08], [9.98, -9.64, 14.68], [2.63, -6.48, 9.97], [3.27, -5.82, 10.25], [3.15, -7.27, 9.83], [3.63, -3.78, 14.23], [2.75, -3.40, 14.30], [3.51, -4.71, 14.42], [13.03, -4.70, 17.07], [13.31, -5.22, 16.32], [12.16, -4.39, 16.84], [8.92, -7.37, 5.17], [8.27, -7.00, 5.76], [8.42, -7.65, 4.40]],
  "lowdin_charge": [-0.015, -0.465, -0.128, -0.176, -0.138, -0.461, -0.141, -0.019, -0.048, -0.042, -0.024, 0.068, 0.075, 0.070, 0.111, 0.116, 0.103, 0.098, 0.114, 0.114, 0.057, 0.081, 0.079, 0.089, 0.081, 0.083, 0.063, 0.082, 0.072, 0.102, -0.014, -0.527, -0.161, -0.166, -0.131, -0.460, -0.086, -0.038, -0.036, -0.037, -0.054, 0.075, 0.068, 0.077, 0.123, 0.126, 0.100, 0.109, 0.117, 0.101, 0.073, 0.071, 0.076, 0.074, 0.072, 0.086, 0.092, 0.090, 0.085, 0.096, -0.048, -0.545, -0.100, -0.173, -0.175, -0.476, -0.098, -0.012, -0.022, -0.024, -0.052, 0.078, 0.079, 0.082, 0.118, 0.115, 0.107, 0.103, 0.128, 0.117, 0.087, 0.060, 0.084, 0.082, 0.070, 0.073, 0.070, 0.092, 0.090, 0.093, -0.037, -0.442, -0.144, -0.227, -0.132, -0.452, -0.142, -0.011, -0.030, -0.044, -0.035, 0.082, 0.070, 0.068, 0.115, 0.128, 0.107, 0.109, 0.115, 0.110, 0.070, 0.081, 0.069, 0.083, 0.090, 0.069, 0.071, 0.076, 0.075, 0.106, -0.049, -0.461, -0.129, -0.203, -0.131, -0.443, -0.118, -0.011, -0.031, -0.064, -0.029, 0.080, 0.080, 0.078, 0.116, 0.109, 0.114, 0.098, 0.120, 0.114, 0.069, 0.068, 0.073, 0.081, 0.079, 0.081, 0.054, 0.079, 0.076, 0.100, -0.028, -0.471, -0.115, -0.195, -0.162, -0.435, -0.130, -0.008, -0.053, -0.043, -0.044, 0.085, 0.059, 0.079, 0.107, 0.116, 0.106, 0.110, 0.118, 0.118, 0.071, 0.080, 0.078, 0.078, 0.082, 0.070, 0.082, 0.071, 0.075, 0.106, -0.051, 0.025, 0.023, -0.052, 0.030, 0.030, -0.050, 0.013, 0.035, -0.050, 0.021, 0.029, -0.051, 0.023, 0.029, -0.053, 0.024, 0.024, -0.055, 0.028, 0.026, -0.057, 0.029, 0.028, -0.053, 0.026, 0.026, -0.055, 0.019, 0.028]
}

Entry 3:
{
  "formula": "C26H22Br4CrN4O4S",
  "method": "ωB97M-V/def2-TZVPD",
  "lumo_ha": [0.0896, 0.0885],
  "spin_multiplicity": 2,
  "charge": -1,
  "homo_lumo_gap_ha": [0.2550, 0.2537],
  "s_squared": 0.7584,
  "homo_ev": [-4.50, -4.50],
  "elements": ["Cr", "O", "C", "C", "C", "C", "C", "C", "C", "N", "C", "C", "N", "C", "C", "C", "C", "C", "C", "C", "O", "H", "H", "H", "H", "H", "H", "H", "H", "H", "H", "H", "H", "H", "H", "Br", "C", "C", "Br", "C", "Br", "C", "O", "C", "O", "C", "Br", "S", "C", "N", "C", "C", "C", "N", "H", "H", "H", "H", "H", "H", "H", "H"],
  "positions_angstrom": [[-0.85, 0.04, 0.36], [-2.81, 0.20, 0.20], [-3.69, -0.40, 0.91], [-5.04, 0.05, 0.86], [-6.04, -0.56, 1.57], [-5.78, -1.68, 2.38], [-4.50, -2.14, 2.45], [-3.44, -1.53, 1.75], [-2.13, -2.11, 1.90], [-1.03, -1.61, 1.49], [0.21, -2.40, 1.65], [1.33, -1.69, 0.87], [1.04, -0.27, 1.00], [1.79, 0.44, 1.75], [1.44, 1.76, 2.20], [2.42, 2.56, 2.81], [2.12, 3.81, 3.30], [0.80, 4.27, 3.19], [-0.19, 3.49, 2.64], [0.09, 2.19, 2.13], [-0.88, 1.46, 1.68], [-5.24, 0.91, 0.22], [-7.05, -0.18, 1.49], [-6.58, -2.16, 2.93], [-4.27, -3.01, 3.06], [-2.10, -3.08, 2.41], [0.06, -3.41, 1.26], [0.47, -2.46, 2.71], [1.29, -1.96, -0.19], [2.31, -1.95, 1.27], [2.74, 0.02, 2.10], [3.43, 2.17, 2.89], [2.89, 4.43, 3.75], [0.55, 5.26, 3.56], [-1.21, 3.83, 2.57], [-2.09, -1.75, -6.13], [-1.66, -0.73, -4.60], [-1.69, 0.66, -4.64], [-2.14, 1.56, -6.23], [-1.38, 1.39, -3.48], [-1.42, 3.29, -3.46], [-1.05, 0.77, -2.29], [-0.71, 1.36, -1.17], [-1.03, -0.66, -2.26], [-0.71, -1.20, -1.10], [-1.33, -1.38, -3.40], [-1.28, -3.26, -3.25], [3.13, 0.02, -1.72], [3.02, 1.67, -1.41], [1.94, 2.39, -1.74], [1.83, 3.82, -1.49], [2.53, 4.16, -0.19], [3.97, 3.71, -0.28], [4.04, 2.36, -0.84], [1.09, 1.86, -1.88], [0.77, 4.06, -1.46], [2.28, 4.37, -2.33], [2.02, 3.64, 0.62], [2.48, 5.23, 0.01], [4.43, 3.70, 0.71], [4.54, 4.40, -0.92], [4.83, 1.77, -0.62]],
  "mulliken_spin": [1.032, -0.007, 0.001, -0.004, 0.007, -0.004, 0.006, 0.008, 0.017, -0.033, 0.014, -0.002, -0.038, 0.004, 0.006, -0.004, 0.008, -0.003, 0.008, 0.001, 0.016, 0.000, 0.000, 0.000, 0.000, -0.002, -0.003, -0.002, -0.001, 0.000, -0.001, -0.001, 0.001, 0.000, 0.000, 0.000, -0.001, -0.002, 0.000, -0.003, 0.000, -0.004, 0.000, 0.008, -0.014, -0.007, 0.001, 0.000, 0.000, 0.000, 0.000, 0.000, 0.000, 0.000, 0.001, 0.000, 0.000, -0.001, 0.000, 0.000, 0.000, 0.000]
}

ΔE to the lowest compared entry with this formula, charge and spin per entry: 37.67, 122.28, 0.00 kcal per mole
E per entry: -14511.0274, -99858.8058, -360901.3184 eV